One molecule with the formula C23H29N3O5. Source: the OMol25 dataset; level of theory: the ωB97M-V functional and the def2-TZVPD basis.

XYZ file:
```
60
C23H29N3O5, DFT the ωB97M-V functional and the def2-TZVPD basis
C -5.990 2.056 -2.787
H -6.612 2.362 -1.950
H -6.576 1.493 -3.517
H -5.558 2.927 -3.284
O -4.965 1.241 -2.243
C -4.053 0.785 -3.120
O -4.090 1.050 -4.298
C -3.014 -0.050 -2.479
C -3.047 -0.352 -1.117
C -2.040 -1.104 -0.555
C -0.986 -1.571 -1.344
C -0.964 -1.288 -2.709
C -1.970 -0.531 -3.269
H -1.966 -0.288 -4.321
H -0.144 -1.647 -3.311
C 0.107 -2.272 -0.715
N 0.287 -2.389 0.570
C 1.512 -2.971 0.729
C 2.021 -3.233 -0.518
O 1.122 -2.791 -1.432
C 3.281 -3.852 -0.995
H 3.802 -4.322 -0.165
H 3.930 -3.095 -1.438
H 3.066 -4.599 -1.757
C 2.142 -3.147 2.078
N 2.723 -1.967 2.696
C 3.739 -1.269 1.938
C 3.201 -0.315 0.866
H 2.771 -0.882 0.043
H 4.029 0.271 0.460
C 2.122 0.639 1.395
C 1.333 1.173 0.200
O 1.261 0.541 -0.841
N 0.686 2.355 0.331
C 0.548 3.185 1.505
H 1.146 2.813 2.333
C -0.933 3.238 1.912
O -1.734 3.714 0.859
C -1.607 2.894 -0.284
H -2.244 3.336 -1.051
C -0.154 2.828 -0.756
H -0.053 2.134 -1.591
H 0.184 3.826 -1.056
H -1.960 1.877 -0.060
H -1.078 3.928 2.745
H -1.264 2.230 2.208
H 0.880 4.200 1.254
C 1.115 -0.089 2.302
C 1.813 -1.021 3.300
H 2.403 -0.424 4.006
H 1.060 -1.573 3.867
H 0.448 -0.688 1.681
H 0.512 0.635 2.854
H 2.607 1.449 1.948
H 4.333 -0.697 2.663
H 4.397 -2.007 1.473
H 2.942 -3.890 1.994
H 1.386 -3.528 2.769
H -2.041 -1.340 0.498
H -3.865 0.012 -0.515
```

Output
- ΔE to the lowest compared entry with this formula, charge and spin (kcal/mol) = 18.9
- SMILES = COC(=O)c1ccc(-c2nc(CN3CCC(C(=O)N4CCOCC4)CC3)c(C)o2)cc1
- E_tot (eV) = -39030.1255
- max |F| (eV Å⁻¹) = 1.31
- orbital gap (eV) = 8.108
- HOMO level (eV) = -8.05

Atomic partial charges in e from the natural (NBO) method, atoms 1 to 2:
1. C -0.258
2. H 0.195



A 8-piece molecular cluster, C6H28N2O7 overall. Source: the OMol25 dataset; level of theory: the ωB97M-V functional and the def2-TZVPD basis.

XYZ file:
```
43
C6H28N2O7, DFT the ωB97M-V functional and the def2-TZVPD basis
C 1.280 -3.532 -0.627
C 0.697 -2.260 0.071
C 1.826 -1.235 0.403
C 1.535 -0.254 1.555
N -1.164 2.276 1.997
C 0.079 1.687 1.951
C 0.274 0.466 1.498
N -0.440 -1.663 -0.825
H 2.064 -3.290 -1.328
H 0.760 -4.046 -1.430
H 1.661 -4.268 0.002
H 0.190 -2.442 1.081
H 2.076 -0.653 -0.571
H 2.884 -1.699 0.642
H 2.379 0.454 1.743
H 1.505 -0.823 2.503
H -1.856 2.099 1.330
H -1.239 3.278 2.281
H 0.915 2.291 2.404
H -0.661 0.136 0.948
H -0.980 -2.263 -1.394
H -0.077 -0.943 -1.561
H -2.453 -1.016 1.502
H -2.281 -2.022 0.426
O -2.949 -1.376 0.654
H -1.856 0.292 3.013
H -2.966 -0.704 3.410
O -2.049 -0.635 3.144
H 2.184 1.524 -2.620
H 2.128 0.579 -3.765
O 1.691 1.285 -3.448
H 0.272 0.951 -2.925
H -1.202 0.964 -3.297
O -0.603 0.715 -2.559
H 2.928 1.363 -0.248
H 1.514 1.901 -0.575
O 2.340 1.605 -1.018
H -0.436 2.599 -1.500
H -0.800 1.817 -0.261
O -0.175 2.503 -0.606
H -2.719 0.710 -0.439
H -3.254 2.012 -1.232
O -3.023 1.618 -0.329
```

Output
- ΔE to the lowest compared entry with this formula, charge and spin (kcal/mol) = 44.6
- SMILES = C[C@H](N)CC/C=C/N.O.O.O.O.O.O.O
- E_tot (eV) = -23987.3109
- max |F| (eV Å⁻¹) = 4.97
- orbital gap (eV) = 8.260
- HOMO level (eV) = -7.82

Atomic partial charges in e from the natural (NBO) method, atoms 1 to 2:
1. C -0.637
2. C -0.050



C6H18KO6 as an isolated structure. Source: the OMol25 dataset; level of theory: the ωB97M-V functional and the def2-TZVPD basis.

XYZ file:
```
31
C6H18KO6, DFT the ωB97M-V functional and the def2-TZVPD basis
K -0.818 0.228 0.463
C 0.450 -1.451 1.130
C 1.395 -2.708 0.918
O 2.757 -2.495 1.402
O 0.863 -0.409 0.261
H 0.513 -1.175 2.182
H -0.577 -1.724 0.889
H 1.506 -3.038 -0.115
H 1.117 -3.616 1.452
H 3.222 -1.981 0.738
H 1.812 -0.465 0.125
C 0.944 2.292 0.123
C 1.415 1.521 1.370
O 0.313 0.770 1.841
O 1.044 1.335 -0.963
H 1.720 3.006 -0.153
H -0.043 2.735 0.258
H 1.651 2.199 2.190
H 2.353 0.980 1.251
H 0.903 0.307 2.440
H 1.211 1.886 -1.732
C -2.956 -0.408 -1.481
C -1.908 0.439 -2.205
O -1.681 1.705 -1.620
O -2.437 -0.709 -0.135
H -3.149 -1.359 -1.979
H -3.956 0.013 -1.378
H -2.266 0.845 -3.151
H -0.928 -0.032 -2.277
H -1.271 2.380 -2.166
H -3.200 -1.070 0.322
```

Output
- net charge = +1
- ΔE to the lowest compared entry with this formula, charge and spin (kcal/mol) = 261.0
- E_tot (eV) = -35107.3937
- max |F| (eV Å⁻¹) = 14.74
- orbital gap (eV) = 11.095
- HOMO level (eV) = -13.77

Atomic partial charges in e from the Löwdin method, atoms 1 to 2:
1. K 1.161
2. C -0.216



An isolated ion of composition C5H8N and charge +1. Source: the OMol25 dataset; level of theory: the ωB97M-V functional and the def2-TZVPD basis.

XYZ file:
```
14
C5H8N, DFT the ωB97M-V functional and the def2-TZVPD basis
C 0.114 -1.327 -0.372
C -0.649 -0.263 -0.137
C 1.658 0.370 0.806
C 1.409 -0.514 -0.357
C -2.058 0.156 0.027
N 0.517 0.700 -0.025
H -0.119 -2.303 -0.678
H 1.259 0.172 1.800
H 2.430 1.151 0.653
H 2.008 -0.535 -1.207
H -2.286 0.344 -1.004
H -2.078 1.032 0.648
H -2.561 -0.633 0.436
H 0.356 1.652 -0.589
```

Output
- net charge = +1
- ΔE to the lowest compared entry with this formula, charge and spin (kcal/mol) = 85.2
- SMILES = CC1=C[C@@H]2C[N@H+]12
- E_tot (eV) = -6794.3950
- max |F| (eV Å⁻¹) = 5.34
- orbital gap (eV) = 10.880
- HOMO level (eV) = -14.51

Atomic partial charges in e from the natural (NBO) method, atoms 1 to 2:
1. C -0.222
2. C 0.241



C30H17BrN4O8Tc as an isolated structure. Source: the OMol25 dataset; level of theory: the ωB97M-V functional and the def2-TZVPD basis.

XYZ file:
```
61
C30H17BrN4O8Tc, DFT the ωB97M-V functional and the def2-TZVPD basis
Tc 0.634 -0.279 -0.159
Br -1.876 3.682 5.483
C -0.965 2.522 4.239
C -0.347 1.312 4.671
C 0.398 0.556 3.769
C 0.420 0.955 2.399
O 1.163 0.246 1.615
C -0.232 2.105 2.052
C -0.249 2.571 0.691
N 0.074 1.840 -0.325
C 0.502 2.393 -1.599
C 0.049 3.564 -2.103
C 0.691 4.137 -3.224
C 1.679 3.380 -3.828
C 2.208 2.151 -3.285
C 3.068 1.281 -3.977
C 3.414 0.030 -3.464
C 2.771 -0.413 -2.322
N 1.942 0.338 -1.638
C 1.562 1.597 -2.200
C -0.923 2.906 2.946
H -0.567 1.072 5.724
H 0.914 -0.363 4.090
H -0.601 3.569 0.486
H -0.747 4.059 -1.585
H 0.305 5.085 -3.588
H 1.941 3.774 -4.772
H 3.583 1.631 -4.876
H 3.987 -0.708 -4.047
H 2.856 -1.399 -2.029
H -1.252 3.897 2.537
O -2.077 0.047 -3.013
C -1.733 -0.453 -1.952
O -0.421 -0.845 -1.697
C -2.682 -0.532 -0.817
C -4.007 -0.440 -1.062
C -4.917 -0.509 0.012
C -4.572 -0.791 1.282
C -3.221 -0.993 1.493
C -2.196 -0.781 0.482
O -0.959 -0.990 0.792
N -2.813 -1.255 2.932
O -3.273 -0.502 3.728
O -2.048 -2.114 3.122
N -6.367 -0.283 -0.233
O -6.686 0.268 -1.271
O -7.156 -0.589 0.652
H -4.385 -0.126 -2.005
H -5.284 -0.791 2.175
C 1.592 -1.668 -0.014
C 2.486 -2.705 0.197
C 1.908 -3.969 -0.227
C 2.682 -5.090 -0.019
C 3.973 -4.953 0.493
C 4.589 -3.753 0.772
C 3.836 -2.579 0.584
H 0.899 -4.012 -0.572
H 2.242 -6.031 -0.212
H 4.474 -5.919 0.503
H 5.539 -3.687 1.305
H 4.176 -1.448 0.889
```

Output
- net charge = +1
- ΔE to the lowest compared entry with this formula, charge and spin (kcal/mol) = 42.6
- E_tot (eV) = -125953.1865
- max |F| (eV Å⁻¹) = 3.98
- orbital gap (spin up / spin down) (eV) = 5.971 / 5.970
- HOMO level (spin up / spin down) (eV) = -11.34 / -11.34

Atomic partial charges in e from the natural (NBO) method, atoms 1 to 2:
1. Tc 1.021
2. Br 0.095